A structure of composition C2H3FFe, computed with wB97M-V/def2-TZVPD.

```
7
Properties=species:S:1:pos:R:3:forces:R:3:nbo_charge:R:1
C -0.7029 -0.7748 -0.8515 1.185 1.743 -0.670 -0.297
C -0.8801 -1.8220 -0.0508 -0.248 -1.513 0.967 -0.127
H -0.5703 -0.6737 -1.9353 -0.311 -0.197 -0.016 0.299
H -1.2726 -1.7305 0.9685 -0.139 -0.118 -0.080 0.285
H -0.5470 -2.8213 -0.3665 -0.217 -0.131 -0.014 0.310
F -0.3487 1.9754 0.4204 1.929 -2.454 -0.321 -0.441
Fe 0.7201 0.5408 0.1883 -2.199 2.671 0.134 1.970
```
Forces are in eV/Å.

Summary:
Spin multiplicity: 7
Total charge: +2
Electronic energy, eV: -39199.6219


A structure of composition C2H3FHgO2, computed with wB97M-V/def2-TZVPD.

```
9
Properties=species:S:1:pos:R:3:forces:R:3:nbo_charge:R:1
F 3.6723 0.2478 -0.4135 0.686 0.727 1.187 -0.070
O 2.3853 0.2107 0.2689 1.324 0.306 -2.022 -0.009
C 1.9255 -0.7999 -0.3193 -4.289 -1.541 2.032 0.443
C 0.3576 -0.9515 -0.3038 2.014 -0.421 -0.667 -0.097
O -0.3789 -0.0854 0.3278 -0.256 0.430 0.742 -0.879
Hg -1.5342 1.7959 0.6727 0.260 -0.365 -0.254 0.885
H 2.5452 -1.6958 -0.4504 0.270 0.558 -1.101 0.250
H 0.2858 -2.0254 0.0240 -0.190 0.315 0.076 0.235
H 0.1974 -1.0545 -1.4147 0.182 -0.009 0.006 0.242
```
Forces are in eV/Å.

Summary:
Energy relative to the best compared isomer or geometry (same formula, charge and spin), kJ/mol: 566.7
Spin multiplicity: 2
Total charge: +1
Electronic energy, eV: -13094.6341